C55H44CdN3OP3S3 | wB97M-V/def2-TZVPD

XYZ file:
```
110
Properties=species:S:1:pos:R:3:forces:R:3
Cd -0.094 0.393 -0.065 -0.2 0.1 -0.3
S 0.816 1.573 2.095 -0.1 0.0 0.0
P 2.478 0.922 1.098 0.0 -0.3 -0.1
C 2.046 -0.278 -0.040 0.0 0.2 0.0
P 2.323 -0.053 -1.708 -0.1 0.0 0.0
S 1.065 1.196 -2.660 0.0 0.0 0.0
C 4.038 0.386 -2.129 0.0 0.0 0.1
C 4.327 1.496 -2.906 -0.1 0.0 -0.1
C 5.643 1.825 -3.184 0.1 0.1 0.0
C 6.675 1.051 -2.683 0.1 0.0 0.0
C 6.390 -0.060 -1.898 0.1 0.0 0.0
C 5.077 -0.391 -1.624 0.0 0.0 0.1
C 2.141 -1.714 -2.444 0.0 0.1 0.0
C 2.508 -2.836 -1.709 0.1 0.1 0.1
C 2.363 -4.102 -2.245 0.0 -0.2 0.0
C 1.842 -4.259 -3.520 0.0 0.0 0.0
C 1.474 -3.144 -4.257 0.0 -0.1 -0.1
C 1.624 -1.876 -3.721 0.0 0.1 0.0
C 3.366 2.373 0.448 0.0 0.0 0.1
C 2.638 3.430 -0.086 -0.2 -0.1 0.0
C 3.292 4.509 -0.652 0.0 0.1 0.0
C 4.677 4.547 -0.678 0.1 0.0 0.0
C 5.408 3.495 -0.146 0.1 0.1 -0.1
C 4.756 2.409 0.408 0.0 -0.1 0.1
C 3.642 0.263 2.325 -0.1 0.0 0.0
C 4.049 -1.059 2.242 0.0 0.0 -0.1
C 4.922 -1.579 3.184 0.1 -0.1 0.1
C 5.386 -0.777 4.213 0.0 0.0 0.1
C 4.974 0.547 4.302 0.1 0.0 0.1
C 4.103 1.064 3.364 0.0 0.1 0.0
H 3.513 2.102 -3.283 0.0 0.0 0.0
H 5.861 2.697 -3.787 0.0 0.0 0.0
H 7.702 1.311 -2.900 0.0 0.0 0.0
H 7.193 -0.667 -1.501 0.0 0.0 0.0
H 4.856 -1.249 -1.002 0.0 0.0 0.0
H 2.871 -2.703 -0.697 0.0 0.0 0.0
H 2.652 -4.968 -1.664 0.0 -0.1 0.0
H 1.722 -5.249 -3.938 0.0 -0.1 0.0
H 1.064 -3.261 -5.251 0.0 0.0 0.0
H 1.319 -1.001 -4.281 0.0 0.0 0.0
H 1.554 3.404 -0.051 0.1 0.0 0.0
H 2.717 5.324 -1.071 0.0 0.0 0.0
H 5.187 5.395 -1.115 0.0 0.0 0.0
H 6.489 3.513 -0.174 0.0 0.0 0.0
H 5.335 1.585 0.806 0.0 0.0 0.0
H 3.666 -1.665 1.430 0.0 0.0 0.0
H 5.239 -2.610 3.113 0.0 0.0 0.0
H 6.068 -1.181 4.949 0.0 0.0 0.0
H 5.334 1.174 5.107 0.0 0.0 0.0
H 3.780 2.096 3.433 0.0 0.0 0.0
N -4.104 1.904 -1.739 0.2 -0.3 -0.1
C -4.261 3.052 -0.932 0.1 0.2 0.1
C -5.508 3.469 -0.494 0.1 0.0 0.0
C -5.608 4.609 0.293 0.0 0.0 0.0
C -4.468 5.307 0.663 -0.1 0.0 0.0
C -3.219 4.861 0.262 0.0 0.0 -0.2
C -3.115 3.742 -0.551 -0.1 0.1 -0.1
S -1.572 3.158 -1.157 0.0 0.1 -0.1
N -1.884 1.476 -1.096 -0.2 -0.2 -0.1
C -3.028 1.078 -1.486 0.0 0.0 0.2
C -2.713 -1.354 -1.395 0.1 -0.4 0.0
C -3.487 -2.514 -1.505 0.3 0.2 0.0
C -2.866 -3.721 -1.259 0.1 0.1 0.0
C -1.516 -3.734 -0.920 0.0 0.0 0.0
C -0.852 -2.530 -0.829 0.1 -0.2 0.0
N -1.439 -1.349 -1.067 -0.3 0.1 0.2
H -4.952 1.403 -1.958 0.0 0.0 0.0
H -6.391 2.906 -0.764 -0.1 0.0 0.0
H -6.580 4.942 0.625 -0.1 0.0 0.0
H -4.548 6.190 1.282 0.0 0.0 0.0
H -2.322 5.372 0.578 0.1 0.0 0.0
H -4.529 -2.441 -1.772 -0.1 0.0 0.0
H -3.428 -4.642 -1.327 0.0 0.0 0.0
H -0.989 -4.655 -0.723 0.0 0.0 0.0
H 0.196 -2.474 -0.558 0.0 0.0 0.0
O -3.403 -0.207 -1.683 -0.1 0.3 0.0
P -3.396 0.042 1.782 0.1 0.2 -0.1
C -5.206 0.203 1.949 0.0 -0.1 -0.1
C -5.982 -0.129 0.842 0.0 0.0 0.0
C -7.363 -0.029 0.888 -0.1 0.0 -0.1
C -7.982 0.417 2.045 -0.1 0.0 0.0
C -7.217 0.750 3.154 -0.1 0.0 0.0
C -5.839 0.641 3.108 0.1 0.1 0.0
C -3.003 -1.484 2.692 0.0 0.1 -0.1
C -1.681 -1.919 2.623 0.1 0.0 -0.1
C -1.285 -3.080 3.263 0.0 -0.1 0.0
C -2.218 -3.838 3.957 0.1 0.0 0.0
C -3.538 -3.422 4.014 0.0 -0.1 0.1
C -3.929 -2.247 3.392 -0.1 0.0 0.0
C -2.834 1.365 2.904 0.0 0.0 0.0
C -1.968 1.159 3.970 -0.1 -0.1 0.0
C -1.509 2.235 4.712 0.0 0.1 0.1
C -1.910 3.522 4.401 0.0 0.0 0.1
C -2.775 3.734 3.337 0.0 0.1 0.1
C -3.228 2.665 2.590 -0.1 -0.1 -0.1
H -5.494 -0.474 -0.061 0.0 0.0 -0.1
H -7.955 -0.295 0.022 0.0 0.0 0.0
H -9.059 0.505 2.085 0.0 0.0 0.0
H -7.698 1.096 4.057 0.0 0.0 0.1
H -5.246 0.913 3.972 0.0 0.0 0.0
H -0.938 -1.330 2.086 0.0 0.0 0.1
H -0.251 -3.390 3.216 0.1 0.0 0.0
H -1.916 -4.751 4.452 0.0 0.0 0.0
H -4.269 -4.010 4.553 0.0 0.0 0.0
H -4.961 -1.930 3.448 0.0 0.0 0.0
H -1.634 0.162 4.222 0.0 0.0 0.0
H -0.822 2.062 5.528 0.1 0.0 0.1
H -1.545 4.360 4.978 0.0 0.0 0.0
H -3.092 4.736 3.082 0.0 0.0 0.0
H -3.903 2.844 1.758 0.0 -0.1 0.1
```
Positions in Å, forces in eV/Å.

Calculated values
Energy above the lowest of the compared OMol25 structures with the same formula, charge and spin, eV: 1.6897
Calculated total energy, a.u.: -4748.2265
HOMO, eV: -6.6
Kohn-Sham gap, eV: 6.9
LUMO, eV: 0.33
Molecular weight, g/mol: 1064.51
Spin multiplicity: 1

---

C6H10BrNO2 | wB97M-V/def2-TZVPD

XYZ file:
```
20
Properties=species:S:1:pos:R:3:forces:R:3
C 1.643 -0.131 0.356 1.1 -0.3 1.9
C 1.308 1.243 -0.276 0.1 -2.8 -3.9
C 0.795 -1.399 -0.022 -0.1 1.3 2.7
C -0.101 1.716 -0.120 -2.4 0.9 1.2
C -0.570 -1.180 0.575 1.0 2.0 -4.6
C -1.247 0.842 -0.558 1.3 -1.7 1.7
N -1.701 -1.756 -0.016 1.4 0.5 -0.3
O -2.683 -1.431 0.600 -2.9 -1.2 0.6
O -1.647 -2.346 -1.102 -0.3 0.1 0.6
Br -2.947 1.211 0.076 0.1 0.4 0.0
H 2.737 -0.405 0.404 -0.9 0.5 -1.2
H 1.605 0.028 1.453 -0.8 -0.2 -0.1
H 1.873 2.021 0.067 1.9 1.7 1.5
H 1.661 1.189 -1.375 -0.9 0.0 1.2
H 0.749 -1.497 -1.074 0.0 -0.7 -1.0
H 1.168 -2.271 0.569 0.4 0.3 -1.1
H -0.247 1.802 0.987 0.0 0.3 -0.7
H -0.388 2.742 -0.535 1.1 -1.0 0.4
H -0.680 -0.881 1.557 -0.4 0.4 1.8
H -1.329 0.505 -1.567 0.3 -0.4 -0.6
```
Positions in Å, forces in eV/Å.

Calculated values
Energy above the lowest of the compared OMol25 structures with the same formula, charge and spin, eV: 5.8071
Calculated total energy, a.u.: -3013.6534
HOMO (spin up / spin down), eV: -8.7 / -8.7
Kohn-Sham gap (spin up / spin down), eV: 8.0 / 8.0
LUMO (spin up / spin down), eV: -0.69 / -0.70
Molecular weight, g/mol: 208.06
Spin multiplicity: 1

---

C4H11OP | wB97M-V/def2-TZVPD

XYZ file:
```
17
Properties=species:S:1:pos:R:3:forces:R:3
C -1.527 1.375 0.684 0.2 1.8 -3.1
C 0.254 -2.201 -0.453 0.7 -3.0 0.8
C -1.208 0.009 0.053 -1.1 0.3 1.3
C 1.705 0.721 -0.371 -2.2 -0.8 2.8
O 2.623 1.309 0.542 -0.7 -0.4 -2.3
P 0.087 -1.011 0.906 1.7 2.3 -1.8
H -2.126 1.259 1.560 0.2 0.3 0.9
H -0.587 1.973 0.718 -0.7 -0.3 1.0
H -2.149 2.082 -0.060 1.0 -1.9 1.4
H -0.514 -3.030 -0.363 0.9 0.7 0.0
H 1.273 -2.667 -0.557 -0.9 0.1 1.0
H 0.185 -1.863 -1.432 -0.8 1.4 -1.7
H -0.999 0.113 -0.990 0.3 -0.1 -0.7
H -2.135 -0.541 0.157 -0.3 -0.5 -0.3
H 0.724 1.203 -0.578 1.3 0.3 0.2
H 2.102 0.195 -1.208 0.7 -0.3 -0.3
H 2.293 1.075 1.393 -0.3 0.0 1.0
```
Positions in Å, forces in eV/Å.

Calculated values
Energy above the lowest of the compared OMol25 structures with the same formula, charge and spin, eV: 3.6842
Calculated total energy, a.u.: -575.4641
HOMO (spin up / spin down), eV: -7.9 / -7.8
Kohn-Sham gap (spin up / spin down), eV: 7.9 / 7.9
LUMO (spin up / spin down), eV: -0.03 / 0.10
Molecular weight, g/mol: 106.10
Spin multiplicity: 1